[1]
ORCA calculation (ωB97M-V/def2-TZVPD) on C81H168FeN9O9 as an isolated structure.

Each line ends with the Löwdin spin population.
Atoms and positions in Å:
1 Fe -2.66 2.70 -1.47  3.77
2 C -3.92 1.17 -4.24  0.00
3 C -5.02 1.15 -3.19  0.01
4 C -5.12 -0.33 -2.77  0.00
5 C -6.15 -0.55 -1.67  0.00
6 C -5.74 0.29 -0.46  0.00
7 C -5.46 1.83 -0.71  0.00
8 N -4.74 1.97 -2.04  0.09
9 O -4.45 3.35 -2.47  0.16
10 C -4.63 2.50 0.49  0.01
11 C -6.78 2.59 -0.71  0.00
12 C -6.34 1.53 -3.96  0.01
13 H -3.76 2.10 -4.79  0.00
14 H -4.17 0.46 -5.02  0.00
15 H -2.99 0.88 -3.74  0.00
16 H -4.14 -0.65 -2.43  0.00
17 H -5.28 -0.96 -3.64  0.00
18 H -6.34 -1.58 -1.36  0.00
19 H -7.16 -0.30 -1.99  0.00
20 H -4.94 -0.31 -0.03  0.00
21 H -6.39 0.15 0.40  0.00
22 H -5.19 2.54 1.43  0.00
23 H -4.30 3.50 0.20  0.00
24 H -3.74 1.94 0.76  0.00
25 H -7.66 2.20 -1.23  0.00
26 H -6.74 3.61 -1.09  0.00
27 H -7.16 2.71 0.31  0.00
28 H -6.52 0.71 -4.66  0.00
29 H -6.23 2.49 -4.46  0.00
30 H -7.15 1.73 -3.26  0.00
31 C -2.29 -0.58 1.70  0.00
32 C -1.07 -0.83 0.86  0.00
33 C -0.89 -2.43 0.91  0.00
34 C 0.25 -2.90 0.01  0.00
35 C -0.10 -2.47 -1.41  0.00
36 C -0.41 -0.97 -1.69  0.00
37 N -1.28 -0.38 -0.57  0.02
38 O -1.57 1.02 -0.70  0.11
39 C -1.09 -0.92 -3.15  0.00
40 C 1.08 -0.28 -1.85  0.00
41 C 0.19 -0.27 1.52  0.00
42 H -2.37 -1.11 2.65  0.00
43 H -3.14 -0.92 1.11  0.00
44 H -2.38 0.48 1.94  0.00
45 H -1.76 -3.02 0.62  0.00
46 H -0.72 -2.62 1.97  0.00
47 H 0.32 -3.99 0.04  0.00
48 H 1.20 -2.46 0.32  0.00
49 H -0.91 -3.12 -1.73  0.00
50 H 0.84 -2.64 -1.93  0.00
51 H -0.65 -1.71 -3.76  0.00
52 H -0.82 0.00 -3.67  0.00
53 H -2.17 -1.05 -3.13  0.00
54 H 1.74 -0.79 -2.55  0.00
55 H 1.50 -0.13 -0.86  0.00
56 H 0.89 0.65 -2.39  0.00
57 H 0.24 -0.30 2.61  0.00
58 H 0.09 0.80 1.33  0.00
59 H 1.15 -0.49 1.06  0.00
60 C -1.53 7.36 -0.85  0.01
61 C -2.58 6.37 -1.55  0.02
62 C -3.00 6.92 -2.94  0.00
63 C -2.00 6.80 -4.03  0.00
64 C -1.52 5.37 -4.25  0.00
65 C -1.05 4.70 -2.97  0.01
66 N -1.96 4.96 -1.77  0.32
67 O -1.49 4.33 -0.48  0.42
68 C 0.36 5.12 -2.66  0.01
69 C -1.06 3.19 -3.30  0.02
70 C -3.89 6.29 -0.70  0.00
71 H -1.09 7.04 0.10  0.00
72 H -1.99 8.29 -0.53  0.00
73 H -0.72 7.68 -1.51  0.00
74 H -3.22 7.97 -2.76  0.00
75 H -3.90 6.42 -3.31  0.00
76 H -1.13 7.41 -3.77  0.00
77 H -2.44 7.19 -4.95  0.00
78 H -0.69 5.52 -4.93  0.00
79 H -2.30 4.82 -4.78  0.00
80 H 0.56 6.16 -2.92  0.00
81 H 1.05 4.63 -3.35  0.00
82 H 0.72 4.84 -1.67  0.00
83 H -0.39 3.15 -4.16  0.00
84 H -2.02 2.79 -3.62  0.00
85 H -0.71 2.61 -2.44  0.00
86 H -4.12 7.18 -0.12  0.00
87 H -3.72 5.57 0.10  0.00
88 H -4.69 5.87 -1.30  0.00
89 C 9.00 -0.55 -2.94  0.00
90 C 7.71 -1.17 -3.58  0.00
91 C 7.87 -2.69 -3.52  0.00
92 C 7.75 -3.35 -2.17  0.00
93 C 6.39 -3.05 -1.53  0.00
94 C 5.98 -1.52 -1.58  0.00
95 N 6.53 -0.81 -2.79  0.00
96 O 6.14 0.56 -2.78  0.00
97 C 4.49 -1.47 -1.52  0.00
98 C 6.61 -0.79 -0.35  0.00
99 C 7.53 -0.72 -5.05  0.00
100 H 9.12 -0.85 -1.90  0.00
101 H 9.03 0.54 -2.99  0.00
102 H 9.91 -0.91 -3.41  0.00
103 H 7.06 -3.12 -4.11  0.00
104 H 8.72 -2.96 -4.14  0.00
105 H 8.60 -2.99 -1.60  0.00
106 H 7.93 -4.42 -2.28  0.00
107 H 6.53 -3.30 -0.48  0.00
108 H 5.64 -3.71 -1.95  0.00
109 H 3.99 -1.98 -2.35  0.00
110 H 4.11 -2.03 -0.66  0.00
111 H 3.99 -0.51 -1.44  0.00
112 H 6.04 -1.03 0.55  0.00
113 H 7.66 -1.04 -0.20  0.00
114 H 6.73 0.28 -0.53  0.00
115 H 6.60 -1.19 -5.37  0.00
116 H 8.31 -0.96 -5.77  0.00
117 H 7.37 0.36 -5.06  0.00
118 H 5.36 0.59 -3.34  0.00
119 C -9.35 -2.46 3.29  0.00
120 C -8.16 -3.27 3.91  0.00
121 C -7.41 -3.96 2.74  0.00
122 C -6.33 -3.07 2.06  0.00
123 C -5.40 -2.42 3.12  0.00
124 C -6.18 -1.60 4.12  0.00
125 N -7.28 -2.43 4.73  0.00
126 O -7.93 -1.76 5.71  0.00
127 C -5.07 -1.21 5.17  0.00
128 C -6.65 -0.30 3.49  0.00
129 C -8.73 -4.46 4.78  0.00
130 H -9.02 -1.76 2.52  0.00
131 H -9.99 -1.77 3.84  0.00
132 H -9.99 -3.17 2.76  0.00
133 H -6.89 -4.84 3.13  0.00
134 H -8.18 -4.18 2.00  0.00
135 H -6.84 -2.27 1.53  0.00
136 H -5.78 -3.60 1.28  0.00
137 H -4.66 -1.81 2.60  0.00
138 H -4.78 -3.22 3.54  0.00
139 H -4.49 -2.03 5.59  0.00
140 H -4.40 -0.45 4.78  0.00
141 H -5.68 -0.84 6.00  0.00
142 H -7.10 0.27 4.30  0.00
143 H -5.86 0.27 2.99  0.00
144 H -7.42 -0.30 2.71  0.00
145 H -7.87 -5.00 5.18  0.00
146 H -9.47 -5.07 4.27  0.00
147 H -9.20 -4.10 5.69  0.00
148 H -7.60 -2.19 6.51  0.00
149 C 0.13 -5.49 3.42  0.00
150 C 1.50 -5.25 4.12  0.00
151 C 2.16 -6.64 4.26  0.00
152 C 3.71 -6.47 4.55  0.00
153 C 4.38 -5.49 3.61  0.00
154 C 3.69 -4.07 3.46  0.00
155 N 2.23 -4.29 3.31  0.00
156 O 1.43 -3.18 2.97  0.00
157 C 4.05 -3.22 4.66  0.00
158 C 4.26 -3.37 2.19  0.00
159 C 1.12 -4.79 5.52  0.00
160 H 0.32 -5.76 2.38  0.00
161 H -0.54 -4.63 3.43  0.00
162 H -0.38 -6.31 3.93  0.00
163 H 1.82 -7.21 5.12  0.00
164 H 2.11 -7.20 3.32  0.00
165 H 4.15 -7.45 4.37  0.00
166 H 3.81 -6.09 5.57  0.00
167 H 4.50 -5.92 2.62  0.00
168 H 5.35 -5.39 4.10  0.00
169 H 4.24 -3.85 5.53  0.00
170 H 4.95 -2.65 4.45  0.00
171 H 3.27 -2.47 4.57  0.00
172 H 3.94 -2.33 2.19  0.00
173 H 5.33 -3.17 2.08  0.00
174 H 3.88 -3.90 1.32  0.00
175 H 2.09 -4.63 6.00  0.00
176 H 0.61 -5.55 6.11  0.00
177 H 0.52 -3.88 5.48  0.00
178 H 1.33 -3.36 2.03  0.00
179 C -3.41 2.98 4.28  0.00
180 C -2.34 4.11 4.00  0.00
181 C -2.19 5.06 5.22  0.00
182 C -1.31 4.40 6.32  0.00
183 C 0.02 4.06 5.76  0.00
184 C -0.12 3.04 4.49  0.00
185 N -1.07 3.65 3.50  0.00
186 O -1.13 2.92 2.36  0.00
187 C 1.27 2.84 3.82  0.00
188 C -0.58 1.66 5.06  0.00
189 C -2.87 5.03 2.81  0.00
190 H -4.42 3.28 3.97  0.00
191 H -3.51 2.60 5.30  0.00
192 H -3.25 2.11 3.65  0.00
193 H -1.84 6.05 4.90  0.00
194 H -3.13 5.27 5.72  0.00
195 H -1.74 3.50 6.75  0.00
196 H -1.19 5.16 7.09  0.00
197 H 0.61 3.63 6.57  0.00
198 H 0.59 4.92 5.40  0.00
199 H 1.14 2.34 2.85  0.00
200 H 1.64 3.82 3.51  0.00
201 H 2.04 2.49 4.50  0.00
202 H -1.57 1.53 5.48  0.00
203 H -0.49 0.91 4.27  0.00
204 H 0.22 1.34 5.72  0.00
205 H -2.16 5.80 2.50  0.00
206 H -3.70 5.60 3.23  0.00
207 H -3.30 4.42 2.02  0.00
208 H -1.39 2.06 2.70  0.00
209 C 4.26 -6.30 -3.63  0.00
210 C 3.06 -6.66 -4.54  0.00
211 C 1.79 -6.82 -3.80  0.00
212 C 1.05 -5.51 -3.41  0.00
213 C 0.95 -4.47 -4.57  0.00
214 C 2.26 -4.33 -5.39  0.00
215 N 2.93 -5.64 -5.60  0.00
216 O 4.14 -5.43 -6.26  0.00
217 C 1.89 -3.74 -6.80  0.00
218 C 3.12 -3.28 -4.68  0.00
219 C 3.25 -8.08 -5.20  0.00
220 H 4.00 -5.59 -2.84  0.00
221 H 5.20 -5.92 -4.02  0.00
222 H 4.70 -7.20 -3.21  0.00
223 H 1.09 -7.46 -4.32  0.00
224 H 2.04 -7.31 -2.85  0.00
225 H 1.71 -5.12 -2.64  0.00
226 H 0.09 -5.71 -2.95  0.00
227 H 0.73 -3.50 -4.14  0.00
228 H 0.11 -4.64 -5.25  0.00
229 H 1.17 -2.92 -6.73  0.00
230 H 2.76 -3.30 -7.27  0.00
231 H 1.47 -4.42 -7.54  0.00
232 H 4.10 -3.10 -5.12  0.00
233 H 2.55 -2.36 -4.53  0.00
234 H 3.55 -3.59 -3.73  0.00
235 H 4.23 -8.09 -5.67  0.00
236 H 2.56 -8.16 -6.04  0.00
237 H 3.04 -8.91 -4.52  0.00
238 H 3.87 -5.29 -7.17  0.00
239 C 4.54 6.64 1.01  0.00
240 C 3.52 6.17 -0.14  0.00
241 C 4.21 6.06 -1.51  0.00
242 C 4.97 4.79 -1.75  0.00
243 C 4.02 3.55 -1.60  0.00
244 C 3.42 3.59 -0.10  0.00
245 N 2.87 4.90 0.30  0.00
246 O 2.36 4.91 1.57  0.00
247 C 2.32 2.59 -0.01  0.00
248 C 4.58 3.08 0.80  0.00
249 C 2.48 7.18 -0.36  0.00
250 H 3.98 6.97 1.89  0.00
251 H 5.28 7.37 0.67  0.00
252 H 5.15 5.82 1.40  0.00
253 H 3.51 6.20 -2.33  0.00
254 H 4.97 6.84 -1.55  0.00
255 H 5.89 4.64 -1.18  0.00
256 H 5.43 4.66 -2.73  0.00
257 H 4.68 2.69 -1.69  0.00
258 H 3.25 3.76 -2.34  0.00
259 H 1.40 2.80 -0.56  0.00
260 H 2.68 1.73 -0.57  0.00
261 H 2.07 2.27 1.00  0.00
262 H 4.45 3.36 1.84  0.00
263 H 4.78 2.01 0.75  0.00
264 H 5.47 3.68 0.60  0.00
265 H 1.81 7.18 0.51  0.00
266 H 1.83 7.09 -1.23  0.00
267 H 2.98 8.15 -0.39  0.00
268 H 3.18 4.86 2.07  0.00

Its spin multiplicity is 6. As for the frontier orbital gap (alpha / beta): 0.2580 / 0.1873 hartree. The total charge is 0. As for the energy above the lowest of the compared OMol25 structures with the same formula, charge and spin: 0.0 kcal per mole. Its expectation value of S² is 8.77. For the HOMO energy (alpha / beta), the calculation gives -6.55 / -6.44 eV.

***

[2]
ORCA calculation (ωB97M-V/def2-TZVPD) on C34H43AlF18NO13 as an isolated structure.

Each line ends with the Löwdin charge.
Atoms and positions in Å:
1 N 0.89 -6.06 -4.75  0.00
2 C 0.58 -5.87 -5.99  -0.37
3 C 1.12 -4.65 -6.80  -0.29
4 Al -0.50 -3.54 -7.46  0.26
5 C -1.18 -2.22 -6.04  -0.20
6 C -2.74 -2.20 -5.83  -0.44
7 O -3.34 -1.24 -5.38  0.02
8 C -3.49 -3.54 -6.19  -0.17
9 C -4.35 -3.65 -7.36  -0.04
10 C -4.98 -4.95 -7.64  -0.08
11 C -4.67 -6.05 -6.75  -0.11
12 C -3.83 -5.96 -5.57  -0.08
13 C -3.22 -4.67 -5.29  -0.05
14 H 1.52 -5.27 -4.52  0.01
15 H -0.12 -6.62 -6.44  0.09
16 H 1.63 -5.07 -7.71  0.04
17 H 1.82 -4.03 -6.16  0.04
18 H -0.12 -2.65 -8.76  -0.12
19 H -1.57 -4.61 -7.96  -0.08
20 H -0.76 -2.56 -5.04  0.06
21 H -0.86 -1.17 -6.26  0.06
22 H -4.50 -2.75 -7.99  0.11
23 H -5.65 -5.02 -8.53  0.09
24 H -5.13 -7.05 -6.98  0.09
25 H -3.60 -6.81 -4.89  0.10
26 H -2.55 -4.52 -4.40  0.10
27 C -2.73 -2.14 -2.57  -0.05
28 C -4.01 -1.46 -2.14  -0.18
29 O -4.72 -2.27 -1.17  0.04
30 C -4.32 -2.16 0.09  -0.39
31 O -3.42 -1.46 0.47  0.15
32 C -5.19 -3.03 1.00  -0.52
33 F -5.41 -4.26 0.48  0.16
34 F -6.40 -2.48 1.21  0.14
35 F -4.64 -3.22 2.21  0.16
36 H -2.94 -3.15 -2.94  0.07
37 H -2.24 -1.57 -3.35  0.07
38 H -2.04 -2.24 -1.73  0.08
39 H -4.68 -1.36 -3.00  0.12
40 H -3.83 -0.46 -1.75  0.13
41 C -0.90 -0.21 2.06  -0.05
42 C 0.08 -0.68 3.11  -0.19
43 O 1.28 -1.18 2.49  0.04
44 C 2.18 -0.27 2.14  -0.38
45 O 2.05 0.92 2.30  0.16
46 C 3.42 -0.94 1.54  -0.52
47 F 3.11 -1.91 0.67  0.17
48 F 4.19 -1.50 2.50  0.16
49 F 4.20 -0.06 0.89  0.15
50 H -1.11 -1.00 1.34  0.07
51 H -1.84 0.10 2.52  0.09
52 H -0.50 0.64 1.49  0.08
53 H -0.35 -1.50 3.67  0.13
54 H 0.32 0.11 3.82  0.09
55 C 5.95 2.64 1.28  -0.05
56 C 4.81 3.58 0.93  -0.18
57 O 4.85 4.76 1.76  0.03
58 C 5.68 5.73 1.38  -0.39
59 O 6.39 5.68 0.41  0.16
60 C 5.57 6.92 2.32  -0.53
61 F 5.54 6.55 3.62  0.16
62 F 4.44 7.63 2.10  0.16
63 F 6.59 7.78 2.18  0.16
64 H 5.93 2.40 2.35  0.09
65 H 5.87 1.72 0.71  0.07
66 H 6.92 3.10 1.07  0.07
67 H 3.86 3.09 1.13  0.12
68 H 4.83 3.85 -0.12  0.13
69 C 10.53 7.02 1.29  -0.06
70 C 10.01 5.60 1.14  -0.20
71 O 10.66 4.93 0.05  0.03
72 C 11.86 4.40 0.32  -0.39
73 O 12.40 4.45 1.39  0.17
74 C 12.41 3.68 -0.91  -0.53
75 F 12.25 4.40 -2.03  0.16
76 F 11.78 2.50 -1.11  0.16
77 F 13.71 3.41 -0.80  0.16
78 H 10.44 7.56 0.35  0.09
79 H 9.98 7.55 2.07  0.08
80 H 11.59 7.02 1.56  0.08
81 H 8.95 5.63 0.90  0.11
82 H 10.11 5.03 2.07  0.13
83 C -8.42 -2.99 3.69  -0.05
84 C -9.41 -3.72 2.80  -0.19
85 O -10.69 -3.83 3.45  0.03
86 C -11.48 -2.76 3.36  -0.39
87 O -11.20 -1.74 2.79  0.17
88 C -12.82 -3.04 4.05  -0.53
89 F -12.67 -3.64 5.24  0.16
90 F -13.60 -3.84 3.30  0.16
91 F -13.52 -1.92 4.27  0.16
92 H -8.35 -3.48 4.66  0.09
93 H -7.43 -2.98 3.23  0.06
94 H -8.73 -1.96 3.86  0.08
95 H -9.06 -4.74 2.62  0.13
96 H -9.51 -3.24 1.83  0.13
97 C -0.45 6.01 4.89  -0.06
98 C 0.78 5.18 4.55  -0.20
99 O 0.90 4.06 5.44  0.03
100 C 0.16 2.99 5.12  -0.38
101 O -0.57 2.91 4.18  0.17
102 C 0.43 1.86 6.12  -0.53
103 F 0.44 2.28 7.39  0.16
104 F 1.62 1.27 5.89  0.16
105 F -0.50 0.89 6.05  0.16
106 H -0.43 6.31 5.94  0.08
107 H -0.49 6.90 4.27  0.08
108 H -1.36 5.43 4.73  0.08
109 H 1.68 5.79 4.69  0.12
110 H 0.77 4.86 3.51  0.13

Its spin multiplicity is 1. As for the frontier orbital gap: 0.2523 hartree. The total charge is -1. For the HOMO energy, the calculation gives -5.35 eV.